1.
A single C21H24N4O3 molecule in a non-equilibrium geometry, computed with ωB97M-V/def2-TZVPD.

Calculated values
* HOMO level: -7.3999 eV
* energy above the lowest of the compared OMol25 structures with the same formula, charge and spin: 344.9 kJ/mol
* frontier orbital gap: 7.809 eV
* total energy: -34268.1720 eV
* 2S+1: 1
* lowest unoccupied orbital energy: 0.015 Eh
* SMILES string: CN(C)c1ccc(/N=N\c2ccccc2C(=O)OCC(=O)N2CCCC2)cc1

CARTESIAN COORDINATES (ANGSTROEM)
H (3.556606, 2.659464, -1.672373)
N (2.680118, -1.068654, 2.169630)
C (-1.752031, -2.405432, -2.161849)
C (4.041146, 1.822127, -1.192835)
C (3.374115, 1.232751, -0.115185)
H (-3.407507, -3.912875, -0.933562)
C (-0.521587, -2.524083, 1.327476)
H (5.743415, 1.813496, -2.483852)
H (-3.774996, 3.396300, -1.069891)
C (1.726825, -1.643733, 1.360353)
H (6.784584, -0.124245, -1.340563)
O (1.591787, 2.790012, -0.296836)
C (1.776317, -1.768337, -0.036825)
C (5.252394, 1.350268, -1.642073)
H (-0.265104, 0.993438, 2.285060)
C (-2.795545, -3.423473, -0.176746)
C (-0.847227, 1.137349, 0.203737)
C (3.973340, 0.141867, 0.556568)
H (-2.808470, -2.302679, -2.405427)
H (-4.528552, 3.596953, 1.243039)
C (0.687469, -2.217055, -0.732800)
N (3.586902, -0.341386, 1.772361)
H (0.753523, -2.302809, -1.804534)
O (-0.477184, 0.443780, -0.722412)
N (-2.102367, 1.612120, 0.287770)
H (0.555747, -2.026944, 3.102658)
H (-1.409980, -2.801814, 1.872999)
C (2.055106, 1.792790, 0.210154)
H (-3.400461, -2.649522, 0.313365)
C (-2.631984, 2.512479, 1.292911)
C (0.059790, 1.511478, 1.379780)
H (-2.130726, 3.486161, 1.233268)
H (-1.298927, -3.096970, -2.879367)
H (-2.517740, -4.172141, 0.565041)
C (0.577751, -2.092459, 2.025245)
C (-3.053039, 1.383205, -0.789660)
C (5.837132, 0.264636, -0.996136)
C (5.223154, -0.310807, 0.089284)
H (5.681875, -1.143275, 0.603252)
H (-5.071925, 2.192336, -0.991779)
H (0.036748, 2.597570, 1.530200)
H (-3.491345, 0.383420, -0.686477)
C (-0.514856, -2.546580, -0.078556)
H (-2.486973, 2.109245, 2.298396)
O (1.380815, 1.089447, 1.145501)
C (-4.110725, 2.644070, 0.926329)
H (-1.278775, -1.426870, -2.255630)
H (-2.537515, 1.434475, -1.750161)
H (-4.684152, 1.839788, 1.388582)
C (-4.100321, 2.472474, -0.591486)
H (2.680069, -1.515433, -0.571147)
N (-1.616723, -2.885920, -0.804809)

Cartesian forces (eV/Å) of the 3 atoms listed first:
H -0.029 0.046 -0.035
N 0.432 0.047 0.774
C 0.191 -0.011 -0.170



2.
A molecular structure, C32H30BBrInN10O3 in a non-equilibrium geometry, computed with ωB97M-V/def2-TZVPD.

Calculated values
* HOMO level (alpha / beta): -12.6264 / -12.6206 eV
* energy above the lowest of the compared OMol25 structures with the same formula, charge and spin: 0.0 kJ/mol
* frontier orbital gap (alpha / beta): 5.940 / 3.756 eV
* expectation value of S²: 0.807
* total energy: -130589.8753 eV
* 2S+1: 2
* lowest unoccupied orbital energy (alpha / beta): -0.246 / -0.326 Eh
* total charge: +2

CARTESIAN COORDINATES (ANGSTROEM)
H (3.829213, 0.122704, -5.934602)
H (5.413670, -1.126428, -4.548175)
H (-5.249994, -4.407382, 4.290479)
H (1.751188, 3.507731, 3.843449)
C (-0.874624, 3.143663, -1.241399)
H (-0.509712, 3.986002, -4.609187)
H (6.041987, -1.254396, 0.320178)
H (-2.212238, 4.117640, 0.070006)
H (0.663297, 1.552848, 5.573691)
C (0.338177, 1.208213, 4.599824)
C (0.812470, 2.382452, -2.964360)
H (-2.361152, 1.030697, -2.683566)
H (1.155942, -3.060723, -2.421349)
C (-0.252460, 3.181818, -2.539649)
H (3.724992, -0.438645, 1.102826)
C (2.534963, 0.630773, -4.330415)
H (1.401153, 2.649434, -3.860245)
C (3.341278, 0.080618, -2.119672)
N (-2.397883, -0.600471, 1.069355)
C (0.853620, -2.582070, -0.355615)
In (0.932660, 0.633238, 0.096928)
C (-1.880953, 4.875840, -3.257803)
H (1.277782, -1.360798, -2.001318)
H (0.308909, -4.766504, -0.235934)
H (-2.122659, -4.773546, 4.635262)
C (0.273946, -3.784557, 0.146460)
H (2.900250, 2.189531, 3.242479)
C (0.884335, 1.660483, 3.336914)
N (3.134649, 0.068300, -0.776475)
H (-1.282461, -0.281283, 4.924268)
C (4.501155, -0.552146, -2.659564)
C (4.605236, -0.608474, -4.067227)
C (-3.578462, -3.509108, 3.439349)
C (-3.984744, 0.607583, -0.010102)
H (-4.822166, 1.229207, -0.278560)
C (5.464754, -1.081436, -1.775936)
H (2.662564, -2.470823, -1.572267)
O (2.448877, 1.912166, 0.859788)
C (1.923074, 2.666298, 3.141790)
C (4.044729, -0.437597, 0.052786)
C (-0.394701, -3.444759, 1.270898)
H (1.731391, 1.041955, -4.960735)
H (-0.579276, -2.528386, 4.553701)
C (3.668260, 0.028176, -4.859237)
N (0.346676, 0.867320, 2.362232)
H (-4.726097, -5.241565, 2.770730)
N (0.586101, -1.573380, 0.509732)
C (-1.848707, 4.118593, -0.973610)
C (-2.413311, 4.952694, -1.930689)
Br (-2.664926, 5.681225, -4.727601)
H (-3.231275, 5.585948, -1.768344)
H (-3.893137, 0.194584, -2.917995)
C (-0.606193, 0.257555, 4.314828)
C (-4.828528, -4.256410, 3.295761)
O (-0.619072, 2.255655, -0.304396)
C (-3.048432, 0.000032, -0.920097)
H (-5.520191, -3.653244, 2.677028)
C (-2.889070, 0.110936, -2.428821)
N (-0.589002, 0.054229, 2.940547)
C (2.346394, 0.699502, -2.926882)
B (-1.372091, -1.056857, 2.166822)
C (-1.549549, -2.737059, 4.091243)
H (6.312051, -1.589189, -2.182483)
C (-3.548665, 0.163326, 1.230394)
H (-0.922623, -4.094162, 1.972513)
N (-2.103081, -0.649955, -0.262096)
H (-4.028717, 0.377766, 2.176299)
H (2.338781, 3.865296, 1.532577)
H (-2.358947, -0.787031, -2.811480)
O (1.767101, 3.073654, 1.773172)
N (-2.176440, -1.833947, 3.242281)
N (-3.431380, -2.312159, 2.896371)
C (5.254120, -0.971742, -0.398132)
N (-0.328651, -2.053048, 1.458597)
C (1.551260, -2.371228, -1.652299)
C (-0.873467, 3.989578, -3.572326)
C (-2.352451, -3.834481, 4.154225)
N (1.300485, 1.329709, -2.295169)

Cartesian forces (eV/Å) of the 3 atoms listed first:
H -0.103 -0.439 0.278
H 0.397 -0.034 0.027
H -0.234 -0.213 -0.167



3.
A molecular structure, C15H21N3O5PdSe in a non-equilibrium geometry, computed with ωB97M-V/def2-TZVPD.

Calculated values
* HOMO level (alpha / beta): -6.6308 / -6.6293 eV
* energy above the lowest of the compared OMol25 structures with the same formula, charge and spin: 165.1 kJ/mol
* frontier orbital gap (alpha / beta): 6.938 / 4.724 eV
* expectation value of S²: 2.008
* total energy: -99427.2640 eV
* 2S+1: 3
* lowest unoccupied orbital energy (alpha / beta): 0.011 / -0.070 Eh

CARTESIAN COORDINATES (ANGSTROEM)
O (-2.696610, -1.745362, -2.002041)
H (2.326920, 2.595742, 2.877500)
H (3.096489, 0.003534, 3.394341)
C (0.084411, 0.347629, 2.262097)
H (-1.866142, -4.289834, -1.229261)
H (0.835286, -2.300617, 1.892255)
C (-1.639852, -2.209953, -1.638380)
C (-0.320053, 2.767112, 1.937811)
N (-0.544885, 1.304128, -1.039078)
H (1.567447, -3.977658, -0.504597)
H (-0.758267, 2.596025, 0.953254)
H (-2.379097, -3.229775, 0.106858)
C (-1.260037, 3.265636, -1.837746)
H (-3.103347, 0.622147, -2.234015)
C (-1.623222, -3.383582, -0.659230)
H (0.775804, 4.190315, -1.839432)
H (2.025465, -2.210482, 3.204445)
H (1.940118, 0.822059, -0.162581)
N (0.499299, 1.626629, 2.307985)
H (0.280032, -2.140129, 3.559808)
C (-1.653284, 1.988845, -1.457134)
C (0.545644, 2.111582, -1.165449)
C (0.883771, -2.332342, -1.682370)
H (1.845945, -1.713868, -3.203444)
H (0.300206, 3.658170, 1.915007)
O (1.641261, -2.572602, -2.808736)
C (1.790162, 1.670863, 2.772737)
C (1.940473, 1.669726, -0.849786)
H (0.359797, -4.437931, -1.746639)
C (-3.023903, 1.403113, -1.479506)
H (-1.916495, 4.035648, -2.212426)
C (0.645292, -3.687636, -1.002787)
O (1.311010, -1.379458, -0.892301)
H (2.453575, 1.343921, -1.759548)
H (2.520968, 2.492765, -0.429298)
H (-1.125273, 2.896963, 2.661112)
C (0.132126, 3.344326, -1.651456)
H (-3.272957, 0.945126, -0.515912)
H (-3.758894, 2.174897, -1.701707)
O (-0.495319, -1.903235, -2.285288)
C (2.166040, 0.399005, 3.030572)
Se (-1.653868, -0.210842, 1.857198)
C (1.060264, -1.853442, 2.855784)
O (-0.366411, -3.532178, -0.021590)
N (1.100627, -0.412045, 2.725048)
Pd (-0.670515, -0.752939, -0.302072)

Cartesian forces (eV/Å) of the 3 atoms listed first:
O 0.121 0.039 0.128
H 0.006 0.004 -0.041
H 0.007 -0.013 -0.012



4.
A molecular structure, C28H36BIN9NiS, computed with ωB97M-V/def2-TZVPD.

Calculated values
* HOMO level (alpha / beta): -11.4496 / -11.4461 eV
* energy above the lowest of the compared OMol25 structures with the same formula, charge and spin: 27.8 kJ/mol
* frontier orbital gap (alpha / beta): 8.999 / 8.477 eV
* expectation value of S²: 2.004
* total energy: -103685.0570 eV
* 2S+1: 3
* lowest unoccupied orbital energy (alpha / beta): -0.090 / -0.109 Eh
* total charge: +1

CARTESIAN COORDINATES (ANGSTROEM)
H (-0.397433, -0.412909, -2.762139)
H (1.131202, -3.217276, 0.750306)
C (4.489330, -1.178250, 0.217437)
H (-2.042929, 0.844008, 1.407314)
C (0.559954, 1.149356, -3.941971)
H (-5.262599, -2.935525, 1.006139)
H (0.485985, -0.405490, 4.588997)
H (-1.816792, -0.995413, 5.237299)
C (-1.113940, -2.654210, -0.396301)
H (-5.945896, -0.798490, 2.045461)
C (-4.027928, 0.138797, 1.771524)
C (3.209071, -1.604331, -0.147599)
H (1.755475, 3.613599, 2.688434)
N (1.299197, 1.460109, -1.567025)
H (0.617083, -1.851062, 2.501699)
H (-1.579507, 0.749842, 5.173853)
Ni (0.373705, 0.033430, -0.266884)
C (1.222324, 2.679361, 2.630796)
H (-0.261439, -3.090453, -0.890216)
N (1.325768, 1.902831, 1.541517)
C (-0.699604, 1.847686, -4.457395)
C (4.341961, 0.151015, 0.543875)
N (-1.107299, -1.446808, 0.087564)
C (0.150309, 0.780448, 2.981970)
C (2.068777, -3.723160, 0.519517)
C (-1.614487, -0.157168, 4.569639)
H (5.390989, -1.764701, 0.225679)
C (-2.351951, -1.164039, 0.678764)
H (-0.155785, -2.522767, 3.940288)
C (0.462645, 2.021349, 3.563830)
H (2.983158, 4.184686, -1.274124)
N (-1.355239, 2.500739, -0.792548)
H (1.248297, -2.368375, -1.926793)
C (2.139071, -2.998559, -1.930625)
H (2.794151, -2.603847, -2.708007)
H (3.790341, -3.525149, -0.711476)
C (1.209718, 1.908375, -2.820522)
C (-4.569459, -2.109402, 1.084326)
C (-3.267437, -2.215610, 0.592569)
H (1.243348, -0.807915, -3.315250)
H (5.062098, 0.884682, 0.864143)
H (-1.150164, -1.988851, 2.605899)
C (-4.941493, -0.918569, 1.663547)
C (2.375667, 3.381826, -1.656905)
C (-3.334356, 2.086867, -1.613552)
H (1.291569, 1.163648, -4.756576)
H (-2.828878, -0.076027, -1.847057)
C (-2.519187, 3.083422, -1.120013)
I (-5.269217, 2.256606, -2.285922)
C (-0.245992, -1.762940, 3.163163)
C (0.313044, -0.313066, -3.589677)
H (-1.508567, 1.797117, -3.728843)
C (-0.299688, -0.392119, 3.825169)
B (2.489766, 1.929567, 0.527688)
N (-1.358100, 1.185764, -1.054833)
H (-4.339896, 1.060129, 2.245519)
H (-1.046269, 1.369922, -5.374268)
H (3.343410, 2.670819, 0.913499)
C (2.844221, -2.994671, -0.578469)
H (-0.500703, 2.938213, -0.476657)
H (1.846491, -4.749382, 0.221729)
H (1.994864, 3.747106, -3.798251)
H (0.249711, 2.336392, 4.570747)
N (2.015949, 2.361002, -0.865621)
H (-2.680870, 4.139706, -0.991612)
C (-2.558513, 0.924559, -1.551282)
H (-0.117029, -0.839569, -4.442304)
H (-0.507137, 2.897722, -4.677931)
H (2.649401, -3.756243, 1.441371)
N (3.058764, 0.490987, 0.391827)
H (-2.449322, -0.073407, 3.879359)
C (1.871115, 3.142267, -2.916821)
N (2.337814, -0.596596, -0.027473)
S (-2.542145, -3.565006, -0.211096)
N (0.625213, 0.747439, 1.727353)
C (-2.740375, 0.026460, 1.301356)
H (1.846671, -4.010501, -2.217131)

Cartesian forces (eV/Å) of the 3 atoms listed first:
H 0.007 0.003 -0.016
H 0.018 0.013 0.032
C -0.010 0.063 -0.050



5.
A single Br3IP2 molecule in a non-equilibrium geometry, computed with ωB97M-V/def2-TZVPD.

Calculated values
* HOMO level: -8.9315 eV
* energy above the lowest of the compared OMol25 structures with the same formula, charge and spin: 0.0 kJ/mol
* frontier orbital gap: 8.481 eV
* total energy: -236807.7898 eV
* 2S+1: 1
* lowest unoccupied orbital energy: -0.017 Eh
* SMILES string: BrP(Br)#P(Br)I

CARTESIAN COORDINATES (ANGSTROEM)
Br (0.510081, -2.264544, 0.202742)
I (-2.621982, -0.728061, -0.106316)
Br (-1.231587, 2.433473, 0.504989)
Br (2.606014, 0.277308, -0.481679)
P (-0.761633, 0.584829, -0.617459)
P (0.856239, -0.209973, 0.747862)

Cartesian forces (eV/Å) of the 3 atoms listed first:
Br 0.228 -1.334 -0.225
I -1.186 -0.673 0.400
Br 0.153 0.287 0.202